# 1
ORCA calculation (ωB97M-V with the def2-TZVPD basis set) on C5H6N2S in the gas phase.

Geometry as XYZ:
```
14
Properties=species:S:1:pos:R:3:forces:R:3
N 1.865 -2.332 -0.252 0.2 -0.3 -0.3
C 1.029 -1.549 -0.230 -0.1 0.6 0.7
C 0.043 -0.483 -0.029 -0.8 -0.4 -1.0
C -1.273 -1.082 0.462 -1.1 -0.2 -0.6
S -2.759 -0.900 -0.200 1.6 -0.1 0.6
C 0.398 0.686 0.900 2.0 -0.7 1.2
N -0.129 1.618 -0.043 0.2 1.6 -1.6
C 0.002 0.621 -1.160 0.4 0.0 1.3
H -1.155 -1.690 1.387 0.0 0.4 -0.6
H 1.521 0.684 1.000 -0.9 0.2 0.2
H -0.088 0.662 1.882 0.2 0.1 -0.1
H 0.406 2.509 -0.170 -0.7 -1.2 0.2
H 0.958 0.680 -1.707 -0.3 -0.1 0.3
H -0.819 0.576 -1.841 -0.6 0.0 -0.4
```
Positions in Å, forces in eV/Å.

Summary:
energy above the lowest of the compared OMol25 structures with the same formula, charge and spin	61.9	kcal per mole
electronic energy	-701.7402	a.u.
SMILES string	N#CC1(C=S)CNC1
spin multiplicity	1
charge	0

Löwdin population analysis, charges in e, atoms 1 to 6:
1. N 0.171
2. C -0.173
3. C -0.470
4. C -0.580
5. S 0.723
6. C -0.193



# 2
ORCA calculation (ωB97M-V with the def2-TZVPD basis set) on C5H6O2 in the gas phase.

Geometry as XYZ:
```
13
Properties=species:S:1:pos:R:3:forces:R:3
C -1.777 0.874 -0.084 0.3 0.2 -0.1
C -0.518 1.001 0.316 -0.4 -0.1 -1.0
C 0.520 -0.041 0.135 -0.2 -0.1 -0.2
C 0.165 -1.445 -0.275 -0.1 0.3 0.2
O 1.414 0.071 1.311 2.5 -0.1 -0.3
C 1.923 0.389 0.076 -2.7 0.3 0.8
O 2.806 0.908 -0.501 0.9 -0.2 0.4
H -2.148 -0.011 -0.570 0.0 -0.3 0.0
H -2.462 1.701 -0.009 -0.2 0.1 0.2
H -0.167 1.934 0.735 0.0 0.0 0.1
H -0.109 -1.454 -1.328 -0.1 -0.1 0.0
H -0.664 -1.820 0.323 -0.1 0.0 0.0
H 1.015 -2.108 -0.128 0.1 0.0 0.0
```
Positions in Å, forces in eV/Å.

Summary:
energy above the lowest of the compared OMol25 structures with the same formula, charge and spin	42.2	kcal per mole
electronic energy	-344.5346	a.u.
SMILES string	C=C[C@]1(C)OC1=O
spin multiplicity	1
charge	0

Löwdin population analysis, charges in e, atoms 1 to 6:
1. C 0.044
2. C -0.086
3. C -0.369
4. C -0.002
5. O 0.109
6. C -0.389



# 3
ORCA calculation (ωB97M-V with the def2-TZVPD basis set) on 2 unconnected molecules or ions with the total composition C7H11N2O.

Geometry as XYZ:
```
21
Properties=species:S:1:pos:R:3:forces:R:3
C -0.638 2.545 -0.740 0.6 0.0 -1.6
C 0.004 3.543 -1.359 1.7 1.7 -0.1
C 1.013 1.790 -2.180 -3.3 -0.1 2.7
C -0.041 1.416 -1.327 1.6 -2.2 -0.5
C 0.358 0.376 2.522 -0.6 -0.1 -0.4
C -0.216 -2.380 -0.810 -0.7 2.5 0.4
C 0.084 -1.017 -1.408 -2.4 -2.1 3.9
N -0.493 -0.541 2.319 0.9 -0.4 -1.3
N -0.333 0.059 -0.872 0.3 2.0 -1.3
O 1.042 3.112 -2.188 -1.3 0.6 0.7
H -1.483 2.629 -0.118 -0.6 0.0 0.7
H 0.011 4.610 -1.175 -0.2 -0.2 -0.4
H 1.726 1.226 -2.671 1.3 -0.7 -1.1
H -0.977 0.066 -0.090 0.2 -0.7 0.7
H 0.783 0.853 1.601 -0.3 0.2 1.2
H 0.589 0.697 3.544 0.7 0.0 -0.4
H -0.515 -2.263 0.234 0.1 -0.1 0.0
H 0.621 -3.007 -0.928 1.0 -0.9 -0.2
H -1.058 -2.746 -1.360 -0.5 -0.6 -0.5
H 0.558 -1.049 -2.288 2.1 0.7 -3.2
H -0.672 -1.124 3.122 -0.7 0.4 0.7
```
Positions in Å, forces in eV/Å.

Summary:
energy above the lowest of the compared OMol25 structures with the same formula, charge and spin	55.6	kcal per mole
electronic energy	-457.7504	a.u.
spin multiplicity	1
charge	+1

Löwdin population analysis, charges in e, atoms 1 to 6:
1. C 0.006
2. C -0.046
3. C -0.022
4. C -0.183
5. C -0.098
6. C 0.016



# 4
ORCA calculation (ωB97M-V with the def2-TZVPD basis set) on a molecular structure, C59H50GeNNiO2SiTe.

Geometry as XYZ:
```
116
Properties=species:S:1:pos:R:3:forces:R:3
Ni -0.242 -0.387 -0.217 1.6 0.6 -0.5
C 5.781 3.153 -1.520 0.0 0.1 0.0
C 4.640 2.195 -1.363 -0.3 0.2 0.1
C 4.818 0.819 -1.391 -0.3 -0.2 0.0
C 3.752 -0.071 -1.310 -0.7 0.3 0.1
C 3.915 -1.532 -1.354 0.1 -0.4 -0.1
O 2.994 -2.311 -1.188 0.8 0.0 -0.2
C 5.302 -2.034 -1.549 0.2 -0.3 -0.1
C 6.102 -1.599 -2.602 -0.1 -0.2 0.1
C 7.410 -2.039 -2.698 0.1 0.0 -0.1
C 7.918 -2.919 -1.755 0.1 0.0 0.0
C 7.109 -3.386 -0.731 0.1 -0.1 0.0
C 5.798 -2.956 -0.633 0.0 0.2 -0.1
C 2.418 0.415 -1.124 0.7 1.0 0.0
O 1.423 -0.375 -1.121 -0.6 -0.4 -0.1
C 2.264 1.837 -0.969 -0.4 -0.7 0.0
C 3.361 2.680 -1.150 0.4 -0.1 -0.1
C 1.017 2.382 -0.487 0.4 0.3 0.0
N 0.051 1.665 -0.015 -0.4 -0.9 0.5
C -0.995 2.300 0.760 -0.3 0.9 -0.2
C -1.226 1.421 1.972 -0.1 -0.5 -0.2
Te -3.035 1.937 3.016 1.0 0.5 -0.3
C -2.162 3.845 3.503 -0.2 -0.1 0.0
C -2.248 4.895 2.601 -0.4 -0.3 -0.3
C -1.657 6.110 2.901 0.0 0.1 0.0
C -0.986 6.278 4.101 0.0 0.0 0.0
C -0.886 5.225 4.996 0.0 0.1 0.0
C -1.473 4.008 4.696 -0.1 -0.5 0.2
C 0.881 3.865 -0.494 -0.2 0.1 0.0
C 1.450 4.673 0.483 -0.1 -0.1 0.0
C 1.250 6.042 0.439 0.0 0.1 0.1
C 0.495 6.605 -0.578 0.0 0.1 0.0
C -0.071 5.800 -1.552 -0.1 0.0 0.0
C 0.108 4.430 -1.502 0.1 -0.1 0.1
H 6.736 2.636 -1.533 0.1 0.0 0.0
H 5.779 3.878 -0.708 0.1 0.1 0.1
H 5.681 3.711 -2.450 0.1 0.0 -0.1
H 5.821 0.430 -1.482 0.1 0.0 0.0
H 5.696 -0.931 -3.349 0.0 0.1 0.0
H 8.034 -1.687 -3.505 0.1 0.0 -0.1
H 8.947 -3.238 -1.819 0.1 -0.1 0.0
H 7.501 -4.083 -0.006 0.0 -0.1 0.1
H 5.158 -3.307 0.165 -0.1 0.0 0.0
H 3.223 3.749 -1.078 0.0 0.1 0.0
H -1.911 2.375 0.167 0.0 0.0 0.0
H -0.709 3.309 1.076 -0.1 -0.2 0.0
H -0.380 1.487 2.655 -0.1 0.0 0.3
H -1.333 0.383 1.638 -0.3 0.2 0.4
H -2.782 4.769 1.668 0.0 0.1 -0.1
H -1.730 6.926 2.197 0.0 0.0 0.0
H -0.552 7.235 4.347 0.1 0.1 0.0
H -0.356 5.353 5.929 0.0 0.0 0.0
H -1.402 3.187 5.398 0.1 0.0 0.1
H 2.032 4.231 1.281 0.1 0.0 0.0
H 1.678 6.667 1.206 0.1 0.1 0.1
H 0.342 7.672 -0.608 0.0 0.2 0.0
H -0.662 6.231 -2.345 -0.1 0.1 -0.1
H -0.352 3.786 -2.236 0.0 -0.1 -0.1
C -4.260 3.242 -2.191 -0.1 0.1 0.1
C -3.128 2.792 -2.850 0.1 0.0 0.0
C -2.510 1.621 -2.446 0.0 -0.1 0.1
C -3.012 0.893 -1.372 0.2 -0.9 0.4
C -4.154 1.351 -0.722 0.2 0.0 0.1
C -4.782 2.512 -1.135 -0.1 0.3 0.0
Si -2.299 -0.851 -0.954 -0.8 -0.7 -0.1
C -2.917 -1.797 -2.508 0.5 0.4 0.7
C -2.162 -2.698 -3.249 0.2 0.1 0.0
C -2.738 -3.434 -4.270 0.1 -0.1 -0.1
C -4.078 -3.274 -4.572 0.0 0.0 0.0
C -4.825 -2.334 -3.882 -0.2 0.0 0.0
C -4.249 -1.595 -2.867 0.1 0.0 0.0
C -3.224 -1.528 0.607 0.3 0.7 -1.0
C -4.597 -1.730 0.538 0.1 -0.1 0.2
C -5.326 -2.026 1.676 -0.3 -0.1 0.0
C -4.697 -2.104 2.908 -0.1 0.0 0.1
C -3.323 -1.944 2.985 0.0 0.1 0.2
C -2.599 -1.686 1.837 0.1 0.3 0.0
H -4.740 4.157 -2.506 -0.1 0.0 -0.1
H -2.731 3.344 -3.690 0.0 0.1 -0.1
H -1.636 1.260 -2.968 0.1 0.0 -0.2
H -4.562 0.782 0.102 -0.2 -0.1 0.0
H -5.690 2.830 -0.641 -0.1 0.1 0.0
H -1.108 -2.812 -3.033 0.0 -0.1 0.0
H -2.141 -4.140 -4.826 0.1 -0.1 -0.1
H -4.535 -3.858 -5.355 0.0 -0.1 -0.1
H -5.860 -2.176 -4.135 -0.2 0.0 -0.1
H -4.836 -0.844 -2.361 -0.1 0.1 0.0
H -5.095 -1.660 -0.415 -0.2 0.0 -0.1
H -6.390 -2.190 1.595 -0.1 0.0 0.1
H -5.272 -2.302 3.799 -0.1 -0.1 0.1
H -2.811 -2.017 3.932 0.0 -0.2 0.2
H -1.516 -1.613 1.907 0.0 0.0 0.0
Ge 0.312 -2.746 -0.203 -0.9 -0.7 0.4
C 1.755 -3.134 1.110 -0.8 0.4 -0.5
C 2.440 -4.314 0.857 0.0 0.0 0.0
C 3.406 -4.758 1.740 0.0 -0.1 0.0
C 3.680 -4.034 2.890 0.1 0.0 0.1
C 2.994 -2.860 3.148 0.1 0.1 0.1
C 2.037 -2.407 2.253 -0.1 0.1 0.0
C -1.141 -4.001 0.419 0.8 0.5 -0.2
C -1.188 -4.352 1.764 0.1 -0.1 -0.1
C -2.113 -5.272 2.223 -0.1 0.1 0.2
C -3.025 -5.833 1.346 0.0 0.0 0.0
C -2.984 -5.494 0.003 -0.2 0.0 0.0
C -2.049 -4.580 -0.456 0.1 -0.1 0.0
H 0.715 -3.183 -1.610 -0.1 0.1 0.0
H 2.219 -4.872 -0.043 0.1 -0.1 0.0
H 3.945 -5.671 1.529 0.0 -0.1 0.0
H 4.431 -4.384 3.581 0.1 0.0 0.1
H 3.203 -2.297 4.047 0.0 0.1 0.1
H 1.515 -1.476 2.448 0.0 0.1 0.1
H -0.486 -3.909 2.458 0.1 0.0 0.1
H -2.129 -5.544 3.268 0.0 0.0 0.1
H -3.762 -6.534 1.710 -0.1 -0.1 0.0
H -3.683 -5.933 -0.692 -0.1 -0.1 -0.1
H -2.026 -4.328 -1.504 0.0 -0.1 0.0
```
Positions in Å, forces in eV/Å.

Summary:
energy above the lowest of the compared OMol25 structures with the same formula, charge and spin	57.0	kcal per mole
electronic energy	-6625.9558	a.u.
spin multiplicity	3
charge	+1

Löwdin population analysis, charges in e, atoms 1 to 6:
1. Ni 0.311
2. C -0.044
3. C -0.253
4. C 0.040
5. C -0.037
6. C -0.276



# 5
ORCA calculation (ωB97M-V with the def2-TZVPD basis set) on 2 unconnected molecules or ions with the total composition C3H10S2.

Geometry as XYZ:
```
15
Properties=species:S:1:pos:R:3:forces:R:3
C 3.376 0.178 0.159 0.9 -1.0 -0.5
C 1.978 0.015 0.718 0.1 1.1 -0.2
S 1.691 1.000 2.240 -1.3 -1.0 0.3
H 4.163 0.208 0.917 -0.2 0.4 0.1
H 3.491 0.993 -0.554 -0.1 0.4 0.4
H 3.683 -0.699 -0.425 -0.4 -0.1 0.0
H 1.277 0.432 0.000 -0.1 -0.2 -0.1
H 1.704 -1.019 0.893 0.1 0.0 0.3
H 2.748 1.755 2.283 1.1 0.5 -0.3
C -3.610 -0.286 -0.854 -0.1 0.0 0.2
S -2.545 -1.004 -2.156 -0.6 0.4 0.1
H -3.047 0.030 0.020 0.4 -0.1 -0.1
H -4.125 0.601 -1.209 0.0 0.0 -0.2
H -4.334 -1.017 -0.515 -0.1 -0.1 0.0
H -3.506 -0.830 -3.090 0.4 -0.2 0.0
```
Positions in Å, forces in eV/Å.

Summary:
energy above the lowest of the compared OMol25 structures with the same formula, charge and spin	14.6	kcal per mole
electronic energy	-916.6407	a.u.
SMILES string	CCS.CS
spin multiplicity	1
charge	0

Löwdin population analysis, charges in e, atoms 1 to 6:
1. C -0.191
2. C -0.600
3. S 0.671
4. H 0.063
5. H 0.072
6. H 0.069



# 6
ORCA calculation (ωB97M-V with the def2-TZVPD basis set) on a molecular structure, C28H47AlB2ClF5KN3O12S4.

Geometry as XYZ:
```
104
Properties=species:S:1:pos:R:3:forces:R:3
C -3.139 -1.050 -0.339 0.6 0.6 -0.1
C -3.415 -0.263 -1.608 0.3 -1.5 0.1
N -2.188 0.329 -2.244 -0.9 1.2 0.2
C -2.625 0.754 -3.605 0.5 -0.1 0.0
C -1.733 1.803 -4.275 -1.0 0.0 -0.1
C -1.811 1.409 -1.408 0.4 -0.3 -0.4
S -2.537 2.856 -1.191 1.5 0.4 0.3
S -0.375 1.136 -0.447 0.3 0.2 0.1
C 0.805 0.202 -1.458 -0.4 -1.2 0.5
C 0.744 -1.345 -1.341 0.1 0.5 -0.8
C 0.576 -2.007 -2.722 -0.1 0.0 0.7
O -0.789 -2.123 -3.116 -0.2 0.0 0.6
S -1.442 -3.582 -2.800 0.6 -0.4 -0.6
O -2.845 -3.389 -3.024 -0.2 0.1 0.1
O -1.228 -3.593 -1.148 -0.2 0.2 -0.4
B -2.062 -4.475 -0.445 -0.8 -0.9 0.1
O -2.306 -5.788 -0.840 -1.0 2.7 1.4
O -2.620 -4.043 0.722 0.9 0.1 0.8
C -1.607 -3.987 1.732 -0.5 0.5 -0.2
H -3.786 -1.909 -0.249 -0.4 0.1 0.2
H -2.116 -1.407 -0.388 0.2 -0.1 0.0
H -3.208 -0.392 0.525 -0.2 -0.1 0.3
H -4.181 0.498 -1.455 1.1 -1.6 0.2
H -3.826 -0.964 -2.328 0.1 0.0 -0.3
H -3.691 1.022 -3.553 0.3 0.3 -0.4
H -2.585 -0.136 -4.224 -0.1 -0.4 0.2
H -0.795 1.979 -3.761 0.2 0.0 0.1
H -1.546 1.493 -5.296 0.3 0.0 -0.1
H -2.286 2.733 -4.350 0.2 0.4 0.1
H 0.790 0.508 -2.498 -0.1 0.3 -0.1
H 1.774 0.498 -1.057 -0.2 0.7 0.0
H -0.016 -1.656 -0.639 -0.1 -0.2 0.0
H 1.705 -1.717 -0.961 0.1 -0.1 0.1
H 1.025 -2.999 -2.704 0.2 -0.1 -0.2
H 1.067 -1.369 -3.447 0.1 -0.2 -0.4
H -3.061 -5.790 -1.443 -0.3 -0.3 0.4
H -2.034 -4.309 2.673 -0.1 -0.3 0.1
H -1.260 -2.958 1.860 0.1 0.2 -0.1
H -0.757 -4.612 1.463 0.2 -0.1 0.3
K -5.067 2.147 -1.673 -3.3 1.1 -0.3
C 6.337 2.599 -1.090 0.2 0.7 -0.1
C 5.190 2.664 -0.114 0.2 -0.2 0.2
O 4.009 2.513 -0.943 -0.1 -0.6 0.2
S 4.364 1.575 -2.197 1.5 1.6 0.0
O 3.905 0.208 -1.894 0.0 0.0 0.8
O 3.979 2.224 -3.367 -1.2 -0.6 -0.4
O 5.921 1.602 -2.052 -0.3 -0.8 0.5
H 6.480 3.541 -1.620 0.0 0.0 -0.1
H 7.270 2.308 -0.616 0.0 -0.3 -0.2
H 5.152 3.598 0.439 -0.2 0.1 -0.2
H 5.225 1.826 0.594 0.0 0.1 0.0
C 2.742 6.110 -6.524 0.1 0.1 0.1
C 2.723 5.637 -5.096 0.1 0.1 0.0
O 3.176 6.301 -4.192 0.0 -0.1 0.1
C 2.110 4.281 -4.823 0.0 0.0 0.2
H 3.208 7.090 -6.573 0.0 0.0 0.0
H 3.316 5.415 -7.140 -0.1 -0.1 -0.1
H 1.723 6.183 -6.908 0.0 -0.1 -0.1
H 2.660 3.511 -5.365 -0.1 0.0 -0.1
H 1.060 4.272 -5.124 0.1 -0.1 -0.2
H 2.173 4.079 -3.755 0.0 0.0 0.0
Cl -1.739 -6.880 -2.773 3.5 -2.6 0.6
C 1.075 1.714 2.654 -0.2 -0.1 0.1
N 0.426 0.928 3.723 0.1 0.1 -0.1
C -0.440 -0.044 3.359 0.0 0.0 0.0
C -1.054 -0.828 4.298 -0.2 -0.1 0.1
C -0.786 -0.635 5.656 0.2 0.1 -0.1
C 0.100 0.391 6.003 0.1 -0.2 0.1
C 0.690 1.157 5.026 -0.1 -0.1 0.0
C -1.399 -1.497 6.689 -0.1 0.0 0.2
C -0.611 -2.225 7.579 0.1 0.2 0.0
C -1.203 -2.985 8.560 0.0 0.1 -0.1
N -2.540 -3.034 8.679 0.1 -0.1 0.1
C -3.328 -2.362 7.821 0.0 0.0 0.0
C -2.786 -1.593 6.822 0.0 0.1 -0.3
C -3.169 -3.819 9.770 0.0 0.1 -0.1
H 0.287 2.157 2.051 0.1 0.1 -0.1
H 1.689 1.043 2.042 -0.2 0.1 0.1
H 1.696 2.492 3.084 0.0 0.0 0.1
H -0.615 -0.173 2.298 0.0 0.1 0.0
H -1.730 -1.604 3.966 0.0 0.0 0.0
H 0.330 0.603 7.038 0.0 0.0 0.0
H 1.377 1.955 5.262 0.0 0.0 -0.1
H 0.468 -2.209 7.513 0.0 0.0 0.0
H -0.621 -3.557 9.267 -0.1 0.0 0.0
H -4.395 -2.447 7.967 0.0 0.0 0.0
H -3.452 -1.052 6.164 0.0 0.0 0.0
H -3.847 -4.544 9.326 0.0 0.0 0.0
H -3.709 -3.131 10.414 0.0 0.0 0.0
H -2.400 -4.331 10.337 0.0 0.0 0.0
F -0.534 -7.305 -1.372 -2.3 0.8 -3.1
C 6.199 3.180 -5.106 -0.3 0.1 0.4
C 6.926 3.059 -6.477 0.4 0.0 -0.6
O 6.337 2.365 -7.325 -0.2 0.0 0.2
O 8.005 3.676 -6.539 -0.2 0.0 0.3
H 5.268 2.624 -5.112 0.0 -0.1 -0.3
H 6.843 2.787 -4.313 0.1 0.1 -0.1
H 5.981 4.231 -4.896 0.1 0.0 0.0
B -7.058 -1.775 0.370 -0.2 -0.2 0.0
F -7.880 -2.520 -0.453 0.0 0.0 -0.1
F -7.520 -1.786 1.683 0.1 0.1 0.2
F -5.730 -2.289 0.326 0.1 0.0 0.0
F -7.013 -0.427 -0.097 0.4 0.6 -0.2
Al 3.591 -0.351 0.138 0.2 -0.1 -0.8
```
Positions in Å, forces in eV/Å.

Summary:
electronic energy	-5605.9847	a.u.
spin multiplicity	1
charge	+2

Löwdin population analysis, charges in e, atoms 1 to 6:
1. C -0.046
2. C -0.250
3. N -0.171
4. C -0.222
5. C -0.059
6. C -1.075